Record 1
The following is a quantum chemistry calculation of a structure of composition C17H29IrN3O4P2 at a distorted geometry, from the Open Molecules 2025 dataset.

```
56
Properties=species:S:1:pos:R:3:forces:R:3
Ir -0.03381 -0.49867 0.03415 0.081 0.683 0.281
N 1.71895 -0.26122 1.72642 -0.060 0.001 -0.157
C 1.45888 0.50994 2.96021 -0.060 -0.007 0.235
C 0.04821 0.27152 3.48592 -0.427 0.222 -0.555
C -0.98598 1.10339 2.69137 0.763 0.068 1.292
O -1.50528 2.06304 3.21995 -0.079 -0.227 -0.459
O -1.21122 0.70437 1.47117 -0.312 -0.209 -0.948
H 1.89538 -1.23400 1.95899 0.069 -0.006 0.014
H 2.56199 0.08082 1.27895 0.041 -0.051 0.002
H 1.59310 1.56889 2.73782 0.025 -0.008 -0.029
H 2.18260 0.24353 3.73482 0.036 0.014 -0.065
H -0.02295 0.57157 4.52738 0.031 -0.039 0.027
H -0.21193 -0.78791 3.38686 0.082 -0.030 0.138
C -2.77817 -4.02219 1.23233 0.034 0.044 -0.021
C -1.67652 -3.13270 0.76029 -0.435 0.069 0.133
N -1.77437 -1.86101 0.68495 0.529 -0.091 -0.455
O -2.94433 -1.29928 1.04482 -0.391 0.045 0.054
C -0.35932 -3.68020 0.40885 0.140 -0.019 -0.150
C -0.07541 -5.14932 0.39455 0.135 0.109 0.032
N 0.54107 -2.80134 0.14894 -0.056 -0.821 0.315
O 1.74571 -2.97462 -0.13926 0.037 0.148 -0.131
H -3.54314 -3.42933 1.72491 0.001 -0.050 0.019
H -2.38969 -4.77233 1.91998 -0.027 -0.023 -0.004
H -3.23698 -4.54260 0.38904 0.015 -0.012 -0.002
H -2.66722 -0.38024 1.25363 0.061 0.230 0.033
H -0.88790 -5.68964 -0.08803 -0.019 -0.003 0.010
H 0.03581 -5.53584 1.40936 -0.023 -0.009 0.001
H 0.85146 -5.33478 -0.14419 -0.017 -0.044 -0.003
C -2.41146 -0.11433 -2.96589 0.136 -0.065 0.192
P -1.31990 0.68175 -1.73417 -0.018 -0.070 0.136
C -2.38027 2.00449 -1.07298 0.140 -0.032 -0.016
C -0.07232 1.50085 -2.79009 -0.167 0.007 0.061
C -0.43996 2.56670 -3.60908 0.027 0.000 -0.027
C 0.47987 3.15450 -4.46039 -0.046 0.027 0.000
C 1.77996 2.67366 -4.50948 0.062 0.001 -0.005
C 2.15608 1.61511 -3.70047 0.014 0.001 0.019
C 1.24140 1.02388 -2.83074 0.045 -0.033 0.113
P 1.71764 -0.40632 -1.79810 -0.162 0.351 -0.313
C 1.75111 -1.72985 -3.05979 -0.023 -0.019 0.310
C 3.49016 -0.14958 -1.43720 -0.187 -0.088 0.055
H -2.82969 0.63900 -3.63353 -0.016 -0.009 -0.023
H -3.21952 -0.62571 -2.44185 -0.016 0.001 -0.027
H -1.85209 -0.84273 -3.55200 -0.005 -0.002 -0.001
H -2.66935 2.71839 -1.84298 -0.034 -0.030 -0.026
H -1.87387 2.51660 -0.25729 -0.015 -0.023 0.006
H -3.27973 1.53527 -0.67338 0.002 0.016 0.044
H -1.45398 2.94467 -3.58652 0.005 0.007 -0.018
H 0.18203 3.98584 -5.08544 0.005 -0.010 -0.002
H 2.50278 3.12349 -5.17723 -0.009 0.006 0.009
H 3.17468 1.25188 -3.74953 0.004 0.015 -0.015
H 2.41556 -1.44309 -3.87460 -0.029 0.029 -0.030
H 0.74526 -1.88808 -3.44791 0.009 -0.006 -0.011
H 2.10849 -2.64780 -2.59957 0.004 -0.087 -0.049
H 4.08368 -0.17871 -2.34977 0.049 0.017 0.012
H 3.82179 -0.95718 -0.78349 0.042 0.010 -0.003
H 3.63831 0.80882 -0.93984 0.012 0.001 0.004
```
Forces are in eV/Å.

## Properties
- electronic energy (Ha) = -1917.09350
- orbital gap (alpha / beta) (eV) = 6.436 / 6.088
- multiplicity = 5
- charge = +1
- HOMO level (alpha / beta) (Ha) = -0.3483 / -0.4278

Record 2
The following is a quantum chemistry calculation of a structure of composition C30H19AlBrN4O2S at a distorted geometry, from the Open Molecules 2025 dataset.

```
58
Properties=species:S:1:pos:R:3:forces:R:3
Al 0.00424 -0.21241 -0.26033 1.111 -1.710 -1.839
N 1.57223 1.52740 3.02962 -0.534 -0.081 0.464
C 2.68142 1.95599 2.23529 -1.491 -0.306 -0.792
C 3.77538 2.74464 2.55984 0.294 -0.416 0.022
C 4.65357 3.02489 1.52005 -0.421 -0.212 -0.117
C 4.39194 2.60065 0.21861 -0.843 -0.625 -0.449
C 3.27080 1.81075 -0.14274 0.858 0.245 -0.530
C 2.39030 1.50917 0.88839 -1.248 -0.045 2.032
N 1.10991 0.84269 0.93647 0.401 0.417 2.474
C 0.67937 0.87272 2.25258 2.376 0.647 -2.282
C -0.48526 0.07529 2.60110 -1.152 -1.532 0.043
C -1.10350 -0.31414 3.77058 -0.362 0.467 -0.391
S -2.34998 -1.51969 3.46213 1.663 0.864 -0.483
C -1.85651 -1.53606 1.81680 -0.407 -0.278 -0.387
N -0.95677 -0.64951 1.47304 -0.389 0.284 1.564
H 1.38026 1.68723 4.04110 0.682 -0.058 -1.333
H 3.99207 3.06423 3.57258 -0.144 -0.022 -0.059
H 5.58066 3.55631 1.67221 -0.103 0.202 0.293
H 5.09172 2.93034 -0.53690 -0.042 -0.310 -0.188
H 3.15492 1.42324 -1.18244 -0.093 0.499 1.014
H -0.99166 0.08533 4.78220 0.108 -0.208 -0.502
H -2.30361 -2.28087 1.12757 0.408 0.785 0.269
Br -2.08658 -1.84407 -2.36214 0.021 0.328 0.328
C -1.20339 -3.41731 -1.79841 0.668 -1.520 0.550
C -1.61327 -4.60718 -2.37890 -0.333 0.917 0.266
C -0.96451 -5.81846 -2.05946 0.252 -0.373 -0.077
C 0.16573 -5.80307 -1.28282 -0.339 -0.085 0.151
C 0.66081 -4.60472 -0.69217 -0.564 -0.438 -0.476
C 1.92125 -4.63984 -0.03141 -0.172 0.247 0.037
C 2.54613 -3.45270 0.22752 0.066 -0.301 0.435
C 1.85232 -2.25862 0.00243 -0.512 0.131 -0.289
C 0.52389 -2.19070 -0.41477 0.426 1.558 0.307
C -0.07343 -3.37526 -0.87846 0.216 -0.711 -0.859
H -2.44744 -4.58543 -3.09014 0.383 -0.097 0.329
H -1.33235 -6.77037 -2.47679 0.245 0.665 0.149
H 0.72255 -6.72518 -1.12961 -0.100 0.137 0.049
H 2.38133 -5.59554 0.22385 -0.132 0.213 -0.293
H 3.54012 -3.38600 0.67036 -0.151 -0.255 -0.240
H 2.45008 -1.35586 0.06512 -0.167 0.218 0.396
O 1.48398 1.45351 -3.46063 -1.114 0.095 0.695
C 0.78426 1.05322 -2.54048 2.527 -1.776 -0.313
O 1.11947 0.04695 -1.75833 -1.060 1.451 0.109
C -0.49654 1.68556 -2.16448 -0.981 0.648 1.253
C -0.88655 2.80652 -2.88206 0.197 0.511 -1.551
C -1.94586 3.56858 -2.47488 0.035 0.090 -0.184
C -2.62197 3.14585 -1.30401 -0.993 0.687 -0.171
C -3.72785 3.91285 -0.81091 0.937 0.362 -0.887
C -4.39532 3.55120 0.30504 -1.876 0.933 0.584
C -4.10359 2.32042 0.89725 0.139 -0.979 -0.121
C -3.10211 1.50796 0.38364 -0.123 -0.034 1.412
C -2.27387 1.94066 -0.65934 0.855 0.085 -0.485
N -1.12100 1.25155 -1.05861 -0.532 0.232 -0.448
H -0.27467 2.96992 -3.79173 -0.572 0.233 0.715
H -2.29287 4.47319 -3.03088 0.428 -0.882 0.597
H -3.98373 4.81563 -1.36775 0.033 -0.195 0.233
H -5.26299 4.18368 0.68904 1.391 -0.959 -0.530
H -4.74845 1.97448 1.71076 0.462 0.011 -0.196
H -2.87507 0.57038 0.88646 -0.234 0.248 -0.300
```
Forces are in eV/Å.

## Properties
- electronic energy (Ha) = -4738.74191
- ΔE to the lowest compared entry with this formula, charge and spin (kcal/mol) = 0.00
- orbital gap (eV) = 6.044
- charge = +1
- HOMO level (Ha) = -0.3639

Record 3
The following is a quantum chemistry calculation of the ion C5H9N2 with charge +1 at a distorted geometry, from the Open Molecules 2025 dataset.

```
16
Properties=species:S:1:pos:R:3:forces:R:3
C 2.32751 1.19729 -0.12506 1.565 -2.938 1.261
C -2.42028 -0.33524 0.11423 -0.326 0.260 2.818
C 1.24145 -1.13752 0.26890 -0.554 -0.625 1.154
C -1.06934 0.16967 0.41565 2.991 -1.719 -1.239
C 0.17263 -0.30095 -0.43718 -2.660 -0.480 0.662
N -2.03170 1.05449 -0.08387 -0.968 0.769 1.888
N 1.44443 0.26034 -0.05248 2.339 0.366 -0.770
H 2.08913 2.08497 -0.62513 -0.447 1.349 -0.503
H 3.43662 1.01902 0.27857 -2.771 0.332 -0.734
H -2.51540 -0.91547 -0.76652 -0.594 -0.799 -0.357
H -2.98813 -0.48894 1.12171 0.472 -0.076 -2.554
H 1.33873 -1.55919 1.31537 -0.989 1.525 -0.733
H 1.65973 -1.94163 -0.28890 0.971 0.223 -1.274
H -0.73465 0.18890 1.42124 -0.107 0.605 1.078
H -0.06981 -0.53041 -1.53300 0.929 0.567 1.519
H -1.88088 1.23468 -1.02354 0.149 0.641 -2.215
```
Forces are in eV/Å.

## Properties
- SMILES string = C=[N+]1C[C@H]1[C@@H]1CN1
- electronic energy (Ha) = -305.01870
- ΔE to the lowest compared entry with this formula, charge and spin (kcal/mol) = 132.62
- orbital gap (eV) = 8.031
- charge = +1
- HOMO level (Ha) = -0.4928

Record 4
The following is a quantum chemistry calculation of an isolated molecule of CH3Cl2F at a distorted geometry, from the Open Molecules 2025 dataset.

```
7
Properties=species:S:1:pos:R:3:forces:R:3
C 0.48016 0.57371 -0.30156 -0.429 0.459 -0.264
H -0.95383 -1.30394 1.18352 0.512 -1.545 2.247
H 0.97890 1.13841 -1.08614 -0.122 -0.213 0.100
H 0.36228 1.17940 0.59661 0.046 -0.083 -0.089
F -1.22308 -0.88431 0.39042 -1.750 -10.490 13.054
Cl 1.48414 -0.82531 0.09938 0.468 -0.217 0.123
Cl -1.12856 0.12205 -0.88224 1.276 12.090 -15.170
```
Forces are in eV/Å.

## Properties
- electronic energy (Ha) = -1059.90395
- ΔE to the lowest compared entry with this formula, charge and spin (kcal/mol) = 145.53
- orbital gap (eV) = 8.384
- HOMO level (Ha) = -0.2799